C42H48N2P2PtSb2 | ωB97M-V/def2-TZVPD

CARTESIAN COORDINATES (ANGSTROEM)
Pt  0.62  0.10  -1.17
C  -0.98  -3.38  -2.56
Sb  -0.47  -1.40  -3.12
C  0.30  -1.78  -5.06
C  -2.46  -0.81  -3.67
C  -3.20  -0.15  -2.54
C  -4.02  -0.90  -1.71
C  -4.69  -0.32  -0.64
C  -4.52  1.03  -0.38
C  -3.71  1.79  -1.21
C  -3.05  1.21  -2.29
C  -2.19  2.05  -3.18
Sb  -0.21  2.28  -2.38
C  0.98  2.52  -4.12
C  -0.36  4.31  -1.82
H  -1.21  -3.91  -3.48
H  -1.86  -3.35  -1.92
H  -0.17  -3.86  -2.04
H  -0.43  -2.40  -5.58
H  1.25  -2.32  -5.00
H  0.44  -0.85  -5.62
H  -2.94  -1.74  -3.97
H  -2.37  -0.19  -4.56
H  -4.17  -1.96  -1.92
H  -5.34  -0.92  -0.02
H  -5.04  1.50  0.45
H  -3.61  2.86  -1.03
H  -2.55  3.08  -3.25
H  -2.07  1.66  -4.18
H  0.49  3.27  -4.73
H  1.07  1.58  -4.67
H  1.98  2.86  -3.83
H  -0.73  4.80  -2.72
H  0.61  4.70  -1.54
H  -1.05  4.43  -0.99
C  1.46  0.71  2.30
P  0.18  0.86  0.98
C  -1.26  -0.08  1.54
C  -1.97  0.27  2.69
C  -3.01  -0.53  3.13
C  -3.36  -1.67  2.43
C  -2.66  -2.03  1.29
C  -1.62  -1.24  0.85
C  -0.13  2.64  1.21
C  -1.37  3.19  1.54
C  -1.47  4.53  1.89
C  -0.34  5.33  1.92
C  0.89  4.81  1.54
C  0.99  3.48  1.17
P  2.24  -0.88  2.90
C  1.39  -1.26  4.47
C  0.37  -0.53  5.06
C  -0.13  -0.88  6.30
C  0.39  -1.98  6.98
C  1.42  -2.71  6.41
C  1.93  -2.34  5.17
C  1.62  -2.17  1.75
C  0.83  -3.23  2.17
C  0.56  -4.29  1.31
C  1.04  -4.28  0.01
C  1.81  -3.21  -0.43
C  2.10  -2.17  0.44
H  1.02  1.23  3.15
H  2.29  1.34  1.98
H  -1.69  1.14  3.27
H  -3.55  -0.25  4.03
H  -4.17  -2.30  2.79
H  -2.92  -2.93  0.75
H  -1.05  -1.55  -0.02
H  -2.26  2.58  1.53
H  -2.43  4.94  2.17
H  -0.41  6.37  2.22
H  1.78  5.43  1.54
H  1.96  3.08  0.87
H  -0.07  0.33  4.56
H  -0.93  -0.30  6.75
H  0.00  -2.25  7.95
H  1.85  -3.55  6.93
H  2.76  -2.90  4.75
H  0.45  -3.26  3.18
H  -0.03  -5.13  1.66
H  0.85  -5.13  -0.64
H  2.24  -3.22  -1.43
H  2.82  -1.41  0.12
N  3.88  0.55  0.01
C  4.01  0.26  -1.30
C  5.28  0.26  -1.90
C  5.39  0.04  -3.25
C  4.23  -0.18  -4.00
C  3.04  -0.20  -3.33
N  2.89  0.00  -2.01
H  4.68  0.66  0.60
H  2.96  0.50  0.43
H  6.15  0.44  -1.29
H  6.36  0.05  -3.72
H  4.27  -0.35  -5.06
H  2.12  -0.41  -3.87

For the gap between HOMO and LUMO, the calculation gives 5.485 eV. The LUMO energy is -7.2 eV. The calculation puts the molar mass at 1081.406 g/mol. As for the net charge: +2. The calculation puts the HOMO energy at -12.691 eV.

Atomic partial charges in e from the Löwdin method, atoms 1 to 6: number 1, Pt, carries 0.36; number 2, C, carries -0.25; number 3, Sb, carries 1.32; number 4, C, carries -0.28; number 5, C, carries -0.28; number 6, C, carries -0.29